ORCA calculation (ωB97M-V/def2-TZVPD) on C6H13LaMgO5 as an isolated structure.

As for the spin multiplicity: 2. The charge is +3. As for the expectation value of S²: 0.75. The value obtained for the highest occupied orbital energy (spin up / spin down) is -18.37 / -20.86 eV. The calculation puts the LUMO energy (spin up / spin down) at -11.5 / -12.6 eV. The calculation puts the HOMO-LUMO gap (spin up / spin down) at 6.83 / 8.29 eV.

```
26
Properties=species:S:1:pos:R:3:mulliken_spin:R:1
O -0.71 -0.63 -0.68 -0.01
C -1.89 -1.38 -0.56 0.01
C -2.92 -0.64 0.28 0.00
O -2.96 0.72 -0.19 -0.02
C -3.94 1.53 0.46 0.00
La -0.89 1.53 -1.04 0.19
H -1.70 -2.36 -0.07 0.00
H -2.32 -1.60 -1.55 0.00
H -2.64 -0.62 1.34 0.00
H -3.92 -1.08 0.18 0.00
H -3.82 2.56 0.09 0.00
H -4.94 1.16 0.20 0.00
H -3.79 1.51 1.55 0.00
O 1.07 1.08 0.78 0.00
C 1.05 -0.16 1.01 0.00
O 2.12 -0.91 0.95 -0.01
C 3.41 -0.31 0.84 0.01
O 3.53 0.46 -0.32 0.02
C 3.69 -0.30 -1.54 0.02
Mg 2.43 2.21 -0.37 0.78
H 0.26 -0.56 1.65 0.01
H 4.12 -1.14 0.83 0.00
H 3.58 0.34 1.71 0.00
H 3.87 0.43 -2.34 -0.01
H 4.55 -0.97 -1.44 0.00
H 2.76 -0.86 -1.75 0.00
```

ORCA calculation (ωB97M-V/def2-TZVPD) on an isolated ion of composition C6H13N and charge -1.

As for the spin multiplicity: 2. The charge is -1. As for the expectation value of S²: 0.75. The value obtained for the highest occupied orbital energy (spin up / spin down) is 0.69 / -2.22 eV. The calculation puts the LUMO energy (spin up / spin down) at 4.4 / 4.2 eV. The calculation puts the HOMO-LUMO gap (spin up / spin down) at 3.73 / 6.39 eV.

```
20
Properties=species:S:1:pos:R:3:nbo_charge:R:1
C -1.33 -2.77 -0.51 -0.65
C -1.99 -1.41 -0.21 -0.44
C -1.18 -0.46 0.72 -0.45
C 0.18 -0.13 0.09 -0.40
C 0.78 0.99 -0.27 -0.29
N 2.16 1.45 -0.04 -0.66
C 2.11 2.86 0.53 -0.43
H -0.25 -2.63 -0.17 0.22
H -1.16 -3.02 -1.63 0.19
H -1.72 -3.53 0.11 0.18
H -1.84 -1.02 -1.26 0.20
H -3.02 -1.52 0.15 0.17
H -1.69 0.46 0.88 0.19
H -1.06 -1.01 1.57 0.16
H 0.79 -1.11 -0.27 0.09
H 0.24 1.73 -0.80 0.10
H 2.77 1.53 -0.85 0.31
H 1.41 3.49 -0.06 0.15
H 1.68 2.81 1.51 0.18
H 3.14 3.28 0.52 0.15
```

ORCA calculation (ωB97M-V/def2-TZVPD) on an isolated ion of composition C6H13N and charge -1.

As for the spin multiplicity: 2. The charge is -1. As for the expectation value of S²: 0.75. The value obtained for the highest occupied orbital energy (spin up / spin down) is 1.41 / -3.85 eV. The calculation puts the LUMO energy (spin up / spin down) at 3.9 / 3.8 eV. The calculation puts the HOMO-LUMO gap (spin up / spin down) at 2.53 / 7.65 eV.

```
20
Properties=species:S:1:pos:R:3:nbo_charge:R:1
C 0.74 -0.57 2.23 -0.64
C 0.99 0.36 1.03 -0.62
C 0.12 0.09 -0.18 -0.17
C 0.63 0.31 -1.40 -0.27
N 1.73 1.10 -1.68 -0.98
C -1.25 -0.46 0.06 -0.43
C -2.22 -0.33 -1.13 -0.64
H -0.32 -0.71 2.44 0.19
H 1.23 -1.53 2.01 0.20
H 1.15 -0.18 3.14 0.20
H 0.72 1.35 1.41 0.18
H 2.05 0.51 0.81 0.19
H 0.08 0.04 -2.28 0.18
H 2.30 0.79 -2.46 0.30
H 2.36 1.38 -0.94 0.34
H -1.17 -1.51 0.33 0.20
H -1.71 0.06 0.89 0.19
H -1.93 0.51 -1.77 0.21
H -3.19 0.00 -0.75 0.19
H -2.31 -1.21 -1.76 0.20
```

ORCA calculation (ωB97M-V/def2-TZVPD) on a single C6H13N molecule.

The value obtained for the highest occupied orbital energy is -9.00 eV. The calculation puts the LUMO energy at 1.2 eV. Its structure (SMILES) is CCCN1C[C@H]1C. The calculation puts the HOMO-LUMO gap at 10.15 eV.

```
20
Properties=species:S:1:pos:R:3:nbo_charge:R:1
C 3.01 -0.04 0.28 -0.62
C 1.53 -0.61 -0.53 -0.42
C 0.43 0.39 -1.10 -0.23
N -0.98 0.07 -0.80 -0.41
C -2.01 1.13 -0.78 -0.26
C -1.47 0.54 0.47 -0.08
C -2.15 -0.49 1.34 -0.61
H 2.93 0.92 0.82 0.21
H 3.79 0.02 -0.46 0.20
H 3.45 -0.71 1.08 0.21
H 1.78 -1.30 -1.35 0.21
H 1.46 -0.99 0.49 0.24
H 0.47 0.51 -2.20 0.20
H 0.74 1.34 -0.67 0.16
H -3.00 0.84 -1.15 0.20
H -1.75 2.17 -1.00 0.19
H -0.80 1.21 1.01 0.18
H -2.78 -0.05 2.11 0.21
H -2.74 -1.17 0.72 0.22
H -1.37 -1.09 1.83 0.21
```

ORCA calculation (ωB97M-V/def2-TZVPD) on a single C6H13N molecule.

The value obtained for the highest occupied orbital energy is -7.66 eV. The calculation puts the LUMO energy at 1.1 eV. Its structure (SMILES) is CC/C(C)=C(/C)N. The calculation puts the HOMO-LUMO gap at 8.75 eV.

```
20
Properties=species:S:1:pos:R:3:nbo_charge:R:1
C 2.11 0.02 0.43 -0.62
C 0.93 0.94 0.85 -0.44
C -0.28 0.68 -0.03 -0.09
C -0.16 1.23 -1.44 -0.64
C -0.97 -0.48 0.27 0.20
C -1.59 -1.41 -0.72 -0.67
N -0.94 -0.91 1.64 -0.83
H 1.90 -0.46 -0.54 0.21
H 3.09 0.50 0.26 0.21
H 2.29 -0.74 1.21 0.22
H 1.33 1.95 0.69 0.20
H 0.66 1.02 1.89 0.21
H 0.94 1.36 -1.61 0.22
H -0.87 2.09 -1.59 0.22
H -0.61 0.55 -2.16 0.20
H -1.48 -0.89 -1.71 0.22
H -2.62 -1.76 -0.77 0.22
H -0.97 -2.33 -0.72 0.23
H -0.99 0.01 2.07 0.37
H -1.78 -1.37 1.99 0.37
```

ORCA calculation (ωB97M-V/def2-TZVPD) on a single C6H13N molecule.

The value obtained for the highest occupied orbital energy is -8.87 eV. The calculation puts the LUMO energy at 1.1 eV. Its structure (SMILES) is CCCC/C=C/N. The calculation puts the HOMO-LUMO gap at 9.97 eV.

```
20
Properties=species:S:1:pos:R:3:nbo_charge:R:1
C -1.14 1.00 -1.67 -0.62
C -1.48 -0.19 -0.73 -0.39
C -1.28 0.11 0.78 -0.40
C -0.04 0.91 1.12 -0.45
C 1.29 0.20 0.79 -0.22
C 1.42 -1.13 0.84 -0.02
N 2.42 -1.90 0.17 -0.86
H -1.41 0.71 -2.68 0.21
H -0.08 1.25 -1.60 0.20
H -1.64 1.96 -1.51 0.20
H -0.70 -0.91 -1.00 0.20
H -2.51 -0.47 -0.93 0.21
H -2.19 0.56 1.17 0.21
H -1.17 -0.89 1.18 0.21
H -0.08 1.28 2.15 0.22
H 0.08 1.86 0.59 0.22
H 2.20 0.65 0.39 0.19
H 0.73 -1.66 1.50 0.17
H 2.34 -1.97 -0.84 0.37
H 3.26 -1.33 0.29 0.35
```

ORCA calculation (ωB97M-V/def2-TZVPD) on a single C6H13N molecule.

The value obtained for the highest occupied orbital energy is -8.56 eV. The calculation puts the LUMO energy at 1.1 eV. Its structure (SMILES) is C=CCCCCN. The calculation puts the HOMO-LUMO gap at 9.70 eV.

```
20
Properties=species:S:1:pos:R:3:nbo_charge:R:1
C -0.06 2.58 -0.20 -0.43
C 1.11 1.96 -0.16 -0.17
C 1.26 0.52 -0.54 -0.46
C 0.76 -0.45 0.60 -0.39
C -0.73 -0.56 1.01 -0.42
C -1.56 -1.22 -0.18 -0.23
N -0.73 -2.31 -0.63 -0.89
H -0.80 2.55 -1.03 0.20
H -0.32 3.38 0.46 0.19
H 2.01 2.55 0.12 0.21
H 2.32 0.10 -0.71 0.21
H 0.76 0.42 -1.51 0.21
H 1.18 -1.41 0.23 0.20
H 1.44 -0.22 1.55 0.20
H -1.18 0.48 1.40 0.22
H -0.86 -1.26 1.87 0.21
H -1.53 -0.44 -0.88 0.18
H -2.42 -1.66 0.13 0.19
H 0.02 -2.65 0.05 0.38
H -0.66 -2.38 -1.60 0.37
```

ORCA calculation (ωB97M-V/def2-TZVPD) on a single C6H13N molecule.

The value obtained for the highest occupied orbital energy is -7.98 eV. The calculation puts the LUMO energy at 1.2 eV. Its structure (SMILES) is CCN1CCCC1. The calculation puts the HOMO-LUMO gap at 9.14 eV.

```
20
Properties=species:S:1:pos:R:3:nbo_charge:R:1
C 2.27 -0.83 1.13 -0.61
C 1.57 0.34 0.46 -0.20
N 0.13 0.18 0.44 -0.45
C -0.56 1.34 -0.14 -0.21
C -1.84 0.79 -0.76 -0.42
C -1.45 -0.63 -1.15 -0.41
C -0.48 -1.04 -0.05 -0.22
H 3.35 -0.70 1.19 0.21
H 1.89 -1.03 2.14 0.21
H 2.12 -1.74 0.56 0.20
H 1.99 0.44 -0.56 0.15
H 1.78 1.26 1.02 0.19
H -0.71 2.09 0.64 0.20
H 0.06 1.78 -0.94 0.16
H -2.66 0.79 -0.05 0.20
H -2.17 1.40 -1.60 0.21
H -2.27 -1.34 -1.21 0.21
H -0.94 -0.63 -2.11 0.20
H -1.02 -1.52 0.77 0.18
H 0.26 -1.76 -0.44 0.19
```

ORCA calculation (ωB97M-V/def2-TZVPD) on a single C6H13N molecule.

The value obtained for the highest occupied orbital energy is -7.83 eV. The calculation puts the LUMO energy at 1.2 eV. Its structure (SMILES) is CCCC/C=C/N. The calculation puts the HOMO-LUMO gap at 9.01 eV.

```
20
Properties=species:S:1:pos:R:3:nbo_charge:R:1
C 0.62 0.54 2.33 -0.62
C 1.64 -0.34 1.40 -0.39
C 1.77 0.15 -0.05 -0.38
C 0.63 -0.24 -0.95 -0.47
C -0.79 0.17 -0.85 -0.31
C -1.73 -0.21 -1.80 0.01
N -3.12 0.20 -1.78 -0.83
H 0.84 0.30 3.36 0.21
H 0.64 1.64 2.12 0.21
H -0.48 0.15 2.05 0.20
H 2.62 -0.38 1.81 0.20
H 1.16 -1.32 1.16 0.19
H 2.74 -0.17 -0.44 0.21
H 1.93 1.16 -0.01 0.19
H 0.84 0.41 -1.81 0.24
H 0.63 -1.35 -1.08 0.20
H -1.49 0.26 0.09 0.19
H -1.31 -1.01 -2.45 0.19
H -3.47 0.67 -0.94 0.39
H -3.66 -0.63 -2.17 0.38
```

ORCA calculation (ωB97M-V/def2-TZVPD) on a single C6H13N molecule.

The value obtained for the highest occupied orbital energy is -9.03 eV. The calculation puts the LUMO energy at 1.0 eV. Its structure (SMILES) is C=C(C)CCCN. The calculation puts the HOMO-LUMO gap at 10.07 eV.

```
20
Properties=species:S:1:pos:R:3:nbo_charge:R:1
C -1.19 0.88 -1.69 -0.42
C -0.88 1.09 -0.41 0.04
C -1.94 1.23 0.65 -0.66
C 0.54 1.01 0.10 -0.44
C 0.82 -0.23 0.95 -0.41
C 0.78 -1.54 0.15 -0.23
N 2.14 -2.05 -0.10 -0.85
H -0.39 0.75 -2.41 0.19
H -2.22 0.95 -2.02 0.20
H -2.18 0.27 1.09 0.22
H -2.87 1.59 0.21 0.22
H -1.64 1.88 1.47 0.21
H 1.27 1.09 -0.72 0.20
H 0.73 1.92 0.69 0.21
H 0.11 -0.22 1.78 0.20
H 1.81 -0.13 1.40 0.22
H 0.24 -2.28 0.74 0.19
H 0.25 -1.38 -0.79 0.18
H 2.47 -1.77 -1.02 0.35
H 2.15 -3.07 -0.07 0.36
```

ORCA calculation (ωB97M-V/def2-TZVPD) on a single C6H13N molecule.

The value obtained for the highest occupied orbital energy is -8.50 eV. The calculation puts the LUMO energy at 1.0 eV. Its structure (SMILES) is CC/C(C)=C(/C)N. The calculation puts the HOMO-LUMO gap at 9.51 eV.

```
20
Properties=species:S:1:pos:R:3:nbo_charge:R:1
C 1.73 -1.62 -0.06 -0.60
C 1.52 -0.13 -0.41 -0.44
C 0.13 0.37 -0.40 -0.03
C -0.33 1.16 -1.58 -0.64
C -0.71 0.16 0.63 0.15
C -2.17 0.50 0.51 -0.66
N -0.53 -0.20 2.03 -0.85
H 2.67 -1.83 0.35 0.21
H 1.79 -2.28 -1.04 0.20
H 0.84 -2.05 0.45 0.21
H 2.19 0.55 0.21 0.21
H 1.95 0.01 -1.43 0.21
H -0.39 0.46 -2.48 0.21
H -1.38 1.44 -1.46 0.22
H 0.23 2.09 -1.70 0.22
H -2.65 0.40 1.56 0.23
H -2.41 1.60 0.25 0.21
H -2.76 -0.12 -0.06 0.21
H 0.18 0.51 2.59 0.36
H 0.09 -1.01 2.06 0.36
```

ORCA calculation (ωB97M-V/def2-TZVPD) on a single C6H13N molecule.

The value obtained for the highest occupied orbital energy is -8.69 eV. The calculation puts the LUMO energy at 1.1 eV. Its structure (SMILES) is C[C@H]1N(C)C1(C)C. The calculation puts the HOMO-LUMO gap at 9.76 eV.

```
20
Properties=species:S:1:pos:R:3:nbo_charge:R:1
C -0.72 -1.71 -1.42 -0.62
C -0.43 -0.93 -0.12 -0.07
N 0.92 -0.45 0.24 -0.42
C 1.51 -0.47 1.59 -0.41
C -0.10 0.52 -0.06 0.09
C -0.72 1.36 1.05 -0.63
C 0.11 1.22 -1.38 -0.61
H -0.33 -2.73 -1.39 0.22
H -1.81 -1.80 -1.58 0.21
H -0.34 -1.26 -2.35 0.21
H -1.08 -1.27 0.69 0.18
H 2.22 0.38 1.68 0.20
H 0.82 -0.37 2.43 0.17
H 2.10 -1.37 1.74 0.20
H -1.67 1.79 0.71 0.22
H -0.93 0.77 1.95 0.21
H -0.07 2.19 1.35 0.21
H 0.55 0.49 -2.06 0.22
H 0.81 2.06 -1.30 0.21
H -0.84 1.57 -1.78 0.20
```

Sequential energy relative to the best compared isomer or geometry (same formula, charge and spin) output: 7.2; 71.2; 12.3; 67.1; 34.9; 31.3; 72.0; 5.2; 65.0; 12.9; 45.4; 23.5 kcal/mol